Model a:
The following is a quantum chemistry calculation of 2 unconnected molecules or ions with the total composition CH2BrF2NO2S, from OMol25.

```
10
Properties=species:S:1:pos:R:3
C 3.2160 -0.8031 0.4799
N -0.0986 -0.2045 0.0665
O 0.9123 -1.7752 -1.6107
O -0.3878 -2.6525 0.3798
F 3.8238 -1.6501 -0.3367
F 3.8372 -0.8026 1.6660
S 0.5271 -1.7093 -0.2366
Br 2.9910 0.8766 -0.2770
H -0.2891 0.2460 -0.7936
H -0.7560 -0.3226 0.8015
```

## Properties
Frontier orbital gap (spin up / spin down) in eV: 7.736 / 8.624


Model b:
The following is a quantum chemistry calculation of 2 unconnected molecules or ions with the total composition CH2BrF2NO2S, from OMol25.

```
10
Properties=species:S:1:pos:R:3
C 1.7082 0.6956 0.2668
N -1.7716 -0.6551 -0.9856
O -2.6901 -0.5465 1.2566
O 0.5785 0.2699 0.6054
F 1.9050 1.9798 0.0288
F 2.4743 -0.0090 -0.7704
S -1.5081 -1.0226 0.6473
Br 3.0929 0.4492 1.8747
H -2.6638 -0.3919 -1.2310
H -1.1251 -0.7696 -1.6926
```

## Properties
Frontier orbital gap in eV: 5.115


So which one is most stable? That would be model b, about 16.5 kcal/mol below the next structure.


Model a:
The following is a quantum chemistry calculation of 2 unconnected molecules or ions with the total composition C2H9NO, from OMol25.

```
13
Properties=species:S:1:pos:R:3
C -2.0076 0.4719 0.1101
C 1.6832 0.4670 -0.1702
H -0.9060 -1.2133 -0.3385
H -3.1071 0.5128 0.2507
H -1.7426 0.7839 1.0918
H -1.6698 1.2300 -0.5217
H 1.4404 -1.7199 -0.3362
H 1.5835 -1.1990 1.1173
H 1.4551 1.2594 0.4938
H 2.7399 0.3137 -0.6345
H 1.2956 1.0065 -0.9627
N 1.0560 -0.9507 0.1977
O -1.8207 -0.9624 -0.2977
```

## Properties
Frontier orbital gap in eV: 10.726
Structure (SMILES): CN.CO


Model b:
The following is a quantum chemistry calculation of 2 unconnected molecules or ions with the total composition C2H9NO, from OMol25.

```
13
Properties=species:S:1:pos:R:3
C 1.6979 1.5911 0.9830
H 2.0298 0.5271 1.2946
H 0.8690 1.9955 1.5988
H 1.3352 1.5035 -0.0069
H 2.5327 2.2285 0.8063
N -2.1916 -0.8937 -0.1027
C -0.8796 -1.2961 -0.5515
O -0.0134 -0.2997 -1.0049
H -1.9473 -0.1331 0.4515
H -2.7484 -0.6142 -0.8981
H -0.4949 -1.9317 0.3117
H -0.9179 -2.0550 -1.3787
H 0.7283 -0.6221 -1.5032
```

## Properties
Frontier orbital gap in eV: 10.985
Structure (SMILES): NCO.C


Model c:
The following is a quantum chemistry calculation of 4 unconnected molecules or ions with the total composition C2H9NO, from OMol25.

```
13
Properties=species:S:1:pos:R:3
N -0.3195 -2.3343 0.5783
H -1.0633 -1.9071 -0.0255
H -3.8649 3.9013 3.8397
H -0.4325 -3.1829 1.1593
H 0.5656 -2.4192 0.1312
C 1.9974 0.0162 -1.2349
O 0.9648 -0.8550 -1.4278
C 0.6238 0.5067 -1.2074
H 2.6192 0.5002 -0.4593
H 2.5442 0.1648 -2.1780
H 0.1786 0.4873 -0.1542
H 0.0098 0.8941 -2.0123
H -3.8233 4.2278 2.9909
```

## Properties
Frontier orbital gap in eV: 10.371


Model d:
The following is a quantum chemistry calculation of 2 unconnected molecules or ions with the total composition C2H9NO, from OMol25.

```
13
Properties=species:S:1:pos:R:3
C 0.4775 -0.4494 1.3367
N 1.5241 0.2242 -1.9378
H 1.1471 -1.3125 1.3621
H 0.1006 -0.1986 2.3269
H 1.0663 0.3526 0.8830
H 1.4228 1.1959 -2.2190
H 0.9682 -0.3106 -2.5967
H 1.1252 0.1122 -1.0171
C -1.6027 0.1181 0.3670
O -0.5827 -0.8396 0.4878
H -2.2884 -0.2375 -0.3991
H -1.1981 1.1016 0.0965
H -2.1600 0.2436 1.3096
```

## Properties
Frontier orbital gap in eV: 10.911
Structure (SMILES): COC.N


So which one is most stable? That would be model d, about 4.3 kcal/mol below the next structure.


Model a:
The following is a quantum chemistry calculation of 2 unconnected molecules or ions with the total composition C2H9NO, from OMol25.

```
13
Properties=species:S:1:pos:R:3
N -0.1200 -0.2973 -0.7486
C -0.6314 0.4582 0.3979
C -0.4887 -1.6676 -0.6213
H 0.8701 -0.0254 -0.8000
H -0.1293 0.2095 1.3480
H -1.7126 0.2726 0.5122
H -0.4786 1.5305 0.1894
H 0.0848 -2.1696 -1.4186
H -1.5643 -1.8171 -0.8141
H -0.2356 -2.1381 0.3437
O 1.2929 1.8546 0.1774
H 0.8615 1.8257 1.0613
H 2.2512 1.9640 0.3726
```

## Properties
Frontier orbital gap in eV: 9.221
Structure (SMILES): CNC.O


Model b:
The following is a quantum chemistry calculation of 3 unconnected molecules or ions with the total composition C2H9NO, from OMol25.

```
13
Properties=species:S:1:pos:R:3
N -0.9480 2.7795 -0.9739
H -1.1325 3.6599 -1.4358
H -1.2468 -3.5231 -2.8123
H 0.0776 2.6967 -1.0269
H -1.0313 3.0110 0.0250
C 0.9488 -1.5084 0.8951
O 0.6695 -0.1276 0.9493
C -0.1284 -0.8873 0.0692
H 1.8418 -1.8577 0.3946
H 0.6257 -2.1185 1.7287
H 0.1618 -0.8448 -0.9740
H -1.1552 -1.1353 0.2745
H -1.8801 -3.9332 -2.9608
```

## Properties
Frontier orbital gap in eV: 11.549
Structure (SMILES): [H][H].C1CO1.N


So which one is most stable? That would be model a, about 28.8 kcal/mol below the next structure.


Model a:
The following is a quantum chemistry calculation of 2 unconnected molecules or ions with the total composition C10H13NS, from OMol25.

```
25
Properties=species:S:1:pos:R:3
C 1.4838 -0.9812 2.3526
C -2.4222 -1.2223 1.0622
C 1.4666 1.9705 -1.5731
C -1.9106 -1.1306 -0.1166
C 1.1321 1.4745 -0.3671
C 1.5102 -1.1803 -0.7252
C 0.6088 -1.0160 0.4121
C 1.4825 0.1366 0.1094
C -2.3186 -0.7728 -1.5752
C 0.0380 2.1449 0.5166
N 0.6206 -1.5676 1.6401
S 2.5396 0.1787 1.5489
H 1.6012 -1.2693 3.3950
H -3.4354 -1.0005 1.3771
H -1.5223 -1.5885 1.6581
H 1.2053 2.9163 -2.0016
H 2.2105 1.2521 -2.0458
H 2.4027 -1.8001 -0.6005
H 1.1630 -1.1289 -1.7818
H -3.3973 -0.5013 -1.4625
H -1.5222 -0.1427 -1.8075
H -2.1898 -1.6203 -2.1616
H 0.0196 1.7609 1.4557
H 0.1336 3.2258 0.7145
H -0.8997 1.8621 -0.0237
```

## Properties
Frontier orbital gap (spin up / spin down) in eV: 7.706 / 7.817


Model b:
The following is a quantum chemistry calculation of a single C10H13NS molecule, from OMol25.

```
25
Properties=species:S:1:pos:R:3
C 1.8720 1.1031 1.2779
C 0.5129 2.0993 -0.7231
C -0.1441 2.3786 -1.8273
C 2.1126 -2.8991 0.0895
C -3.2425 0.7937 0.1131
C 1.9054 -1.6983 -0.4791
C -2.1851 0.7222 0.8631
C 0.1274 -0.3059 0.5200
C 0.5253 -1.1960 -0.6287
C -1.2867 -0.4851 1.1152
N 1.0039 0.1780 1.3857
S 1.8542 2.5717 0.1067
H 2.6120 0.9792 2.0302
H -0.1308 3.1318 -2.4855
H -1.0141 1.6306 -1.9804
H 3.0881 -3.1319 0.3281
H 1.3364 -3.4581 0.5061
H -3.4932 1.8141 -0.0561
H -3.5264 0.1007 -0.7840
H 2.8176 -1.2164 -0.9720
H -1.9193 1.6612 1.3926
H 0.3909 -0.7471 -1.6274
H -0.2304 -2.0329 -0.5631
H -1.2525 -0.8866 2.0709
H -1.7332 -1.1070 0.3276
```

## Properties
Frontier orbital gap (spin up / spin down) in eV: 7.215 / 7.217


So which one is most stable? That would be model b, about 4.0 kcal/mol below the next structure.


Model a:
The following is a quantum chemistry calculation of a molecular structure, C10H10N2O, from OMol25.

```
23
Properties=species:S:1:pos:R:3
C -3.1868 -0.0812 -0.1459
C -2.3110 1.1871 0.4130
C -1.1045 0.7963 1.0105
C -0.2516 -0.0686 0.0915
C 1.2269 -0.1243 0.0364
C 1.9476 -1.1436 0.4995
C 3.3878 -1.0484 0.4228
C 3.8809 0.1035 -0.0757
C 3.1844 1.1624 -0.6020
C 1.7646 1.0528 -0.5813
H -2.2141 1.8353 -0.5895
H -3.1132 1.8471 1.3695
H -1.0266 0.5022 2.0138
H -0.4769 1.4744 0.9747
H -2.7065 -1.9010 -1.0670
H 1.2537 -1.9872 0.9269
H 3.9117 -2.1279 0.7750
H 4.7967 0.3136 -0.2270
H 3.7061 1.9246 -0.7761
H 1.3168 1.7415 -1.0349
N -0.8776 -1.0018 -0.5354
N -2.3143 -0.9543 -0.4806
O -4.2918 -0.1184 -0.2084
```

## Properties
Frontier orbital gap in eV: 9.814


Model b:
The following is a quantum chemistry calculation of 2 unconnected molecules or ions with the total composition C10H10N2O, from OMol25.

```
23
Properties=species:S:1:pos:R:3
C 2.4456 1.7031 0.2352
C 1.3518 2.4309 -0.2152
C 2.3440 0.3360 0.4003
C 0.1756 1.7807 -0.5171
C 1.1581 -0.3331 0.1206
C 0.0648 0.3949 -0.3615
C -0.2105 -2.4300 -0.1055
C -1.2207 -1.7191 -0.6102
C 1.0965 -1.8251 0.2705
C -1.1310 -0.2956 -0.7895
N -2.7164 0.1598 1.4266
N -2.7918 0.4392 0.2487
O -3.5766 1.0300 -0.4585
H 3.3773 2.2061 0.4479
H 1.4308 3.5007 -0.3439
H 3.1940 -0.2333 0.7437
H -0.6758 2.3380 -0.8807
H -0.2874 -3.5027 0.0010
H -2.1370 -2.2000 -0.9223
H 1.8846 -2.2792 -0.3462
H 1.3342 -2.0978 1.3052
H -1.6163 0.1128 -1.6690
H -3.4939 0.4834 2.0199
```

## Properties
Frontier orbital gap (spin up / spin down) in eV: 7.873 / 7.875


So which one is most stable? That would be model b, about 81.1 kcal/mol below the next structure.


Model a:
The following is a quantum chemistry calculation of a molecular structure, H10O5Rb, from OMol25.

```
16
Properties=species:S:1:pos:R:3
Rb 3.5060 10.2020 1.2000
O 2.9710 11.2970 -1.5410
H 3.8290 11.4720 -1.8150
H 2.5150 10.9490 -2.2990
O 4.1640 7.3640 0.8990
H 4.8120 7.2770 1.5770
H 3.9810 6.4840 0.6340
O 3.1830 8.7230 3.5220
H 2.3910 8.1790 3.6760
H 3.9770 8.2920 3.8240
O 5.3340 9.5360 -0.8210
H 4.9270 9.6790 -1.6850
H 5.2740 8.5340 -0.7640
O 3.1670 11.9280 3.4660
H 4.0350 12.3380 3.5480
H 3.0210 11.5500 4.3360
```

## Properties
Frontier orbital gap in eV: 11.832
Charge: +1


Model b:
The following is a quantum chemistry calculation of a molecular structure, H10O5Rb, from OMol25.

```
16
Properties=species:S:1:pos:R:3
Rb -0.0317 -0.6516 -0.4668
O -2.1536 0.6049 -1.9410
H -2.9659 0.5591 -2.4453
H -1.9155 1.5319 -1.9531
O 1.5787 1.2412 -1.9667
H 0.8080 1.7499 -1.7148
H 2.1873 1.8882 -2.3234
O -0.8825 -2.1224 2.0138
H -1.0437 -2.7183 1.2823
H -1.4237 -2.4642 2.7255
O 2.7149 -0.9750 0.6904
H 2.8614 -1.8934 0.9169
H 3.4071 -0.7695 0.0620
O -0.8562 1.4864 1.3991
H -1.7622 1.1797 1.4349
H -0.5225 1.3533 2.2863
```

## Properties
Frontier orbital gap in eV: 12.019
Charge: +1


So which one is most stable? That would be model b, about 1.5 kcal/mol below the next structure.